A molecular structure, C26H22BrI2NO3SeSr, computed with ωB97M-V/def2-TZVPD.

Each line ends with the Löwdin charge.
Positions of all 57 atoms, in Å:
Sr1 1.222 0.306 0.268  1.1564
C1 -1.839 2.117 -6.058  -0.0781
O1 -2.076 3.221 -5.204  -0.0683
C2 -1.602 3.152 -3.940  -0.2799
C3 -1.867 4.286 -3.142  -0.0127
C4 -1.427 4.292 -1.854  -0.0330
C5 -0.700 3.220 -1.278  -0.1118
C6 -0.258 3.337 0.089  -0.3857
C7 -0.755 4.478 0.946  -0.0103
O2 0.532 2.543 0.637  -0.1793
C8 -0.444 2.063 -2.090  -0.3837
O3 0.154 1.005 -1.664  -0.3552
C9 -0.916 2.077 -3.430  0.0456
H1 -2.281 2.378 -7.016  0.0917
H2 -2.312 1.211 -5.673  0.0952
H3 -0.768 1.941 -6.187  0.0958
H4 -2.408 5.117 -3.570  0.1150
H5 -1.630 5.168 -1.253  0.1056
H6 -1.838 4.580 0.893  0.0893
H7 -0.313 5.421 0.619  0.0935
H8 -0.451 4.287 1.971  0.0860
H9 -0.710 1.196 -4.021  0.1076
I1 4.150 -2.180 -0.169  1.0201
C10 2.421 -2.788 -1.163  -0.7823
C11 2.269 -4.106 -1.563  -0.1199
C12 1.107 -4.442 -2.238  -0.0536
C13 0.166 -3.458 -2.501  -0.0447
C14 0.417 -2.172 -2.059  -0.1488
N1 1.522 -1.842 -1.382  -0.0740
H10 3.034 -4.837 -1.348  0.0970
H11 0.944 -5.462 -2.560  0.1131
H12 -0.747 -3.678 -3.036  0.1098
H13 -0.272 -1.357 -2.243  0.0714
Se1 1.036 -1.600 2.560  0.4885
C15 2.776 -0.939 2.978  -0.7760
C16 3.090 0.421 2.878  -0.2077
C17 4.377 0.896 3.110  -0.0993
C18 5.386 0.020 3.475  -0.1064
C19 5.083 -1.331 3.619  -0.1085
C20 3.804 -1.802 3.373  -0.2027
H14 2.302 1.141 2.673  0.0700
H15 4.578 1.957 3.022  0.1028
H16 6.388 0.382 3.665  0.0965
H17 5.855 -2.027 3.924  0.1016
H18 3.589 -2.858 3.473  0.0930
Br1 -5.265 0.282 1.804  0.7116
C21 -4.155 -1.150 2.346  -0.7394
C22 -4.576 -1.925 3.418  -0.1371
C23 -3.795 -2.981 3.857  -0.0764
C24 -2.594 -3.267 3.225  -0.0732
C25 -2.178 -2.498 2.152  -0.2087
C26 -2.955 -1.435 1.707  -0.7150
I2 -2.233 -0.308 0.112  1.0761
H19 -5.512 -1.691 3.905  0.0979
H20 -4.126 -3.575 4.698  0.1068
H21 -1.967 -4.077 3.571  0.1114
H22 -1.233 -2.710 1.669  0.0224

Cartesian forces (eV/Å) of the 3 atoms listed first:
Sr 0.45 -0.54 0.18
C -0.01 0.00 0.00
O 0.01 0.01 0.00

Results
HOMO level = -6.98 eV
energy relative to the best compared isomer or geometry (same formula, charge and spin) = 10.9 kcal/mol
molecular weight = 896.76 g/mol
2S+1 = 1
Kohn-Sham gap = 7.20 eV